The following is a DFT calculation (ωB97M-V/def2-TZVPD) of C17H30BN2O15Sr as an isolated structure at a distorted geometry.

```
66
C17H30BN2O15Sr ωB97M-V/def2-TZVPD
O 16.40 4.02 23.52
C 22.50 7.31 27.79
O 19.54 5.40 23.62
H 14.10 8.61 25.42
H 20.09 2.06 28.55
H 15.21 6.65 29.51
C 18.71 5.78 25.83
O 14.44 1.58 26.67
H 19.64 0.75 27.39
H 14.64 8.16 27.45
O 19.30 6.16 26.94
C 13.33 0.96 27.30
H 13.58 7.17 24.48
H 12.29 3.46 28.34
H 21.57 1.21 26.24
C 22.63 5.80 28.01
N 17.35 2.39 26.54
C 15.42 3.46 22.86
C 14.47 7.08 27.43
O 21.53 5.28 27.54
Sr 15.37 4.21 25.94
C 21.36 2.28 26.30
H 12.49 1.67 27.30
O 17.55 5.46 25.75
H 13.93 4.51 30.02
H 12.28 4.42 24.92
H 21.69 2.74 25.37
H 13.06 0.09 26.70
O 13.10 4.49 26.77
C 15.33 6.31 28.47
C 16.73 1.16 26.02
H 18.11 3.24 28.27
H 17.44 0.32 26.07
H 15.99 4.58 29.14
H 14.26 3.14 29.10
O 23.61 5.23 28.40
O 14.73 6.66 26.10
C 18.05 2.25 27.81
H 11.48 3.44 26.06
C 11.94 4.43 25.96
H 16.46 1.33 24.97
N 15.36 4.83 28.37
C 14.18 4.23 28.99
O 20.04 2.61 26.62
C 12.86 4.38 28.17
C 14.38 7.61 25.08
C 15.52 0.65 26.77
H 15.70 0.48 27.84
B 20.80 6.23 26.73
H 17.57 1.62 28.57
C 19.77 5.67 24.76
O 21.38 7.53 27.14
O 20.94 5.99 25.28
O 23.27 8.15 28.18
O 14.38 3.23 23.59
H 11.24 5.24 26.14
O 15.50 3.24 21.62
H 12.28 5.20 28.61
C 19.50 1.80 27.66
H 15.29 -0.37 26.44
H 13.51 0.68 28.34
H 18.12 2.49 25.88
H 22.08 2.66 27.04
H 15.28 7.68 24.47
H 16.34 6.65 28.22
H 13.40 7.03 27.68
```

As for the spin multiplicity: 1. As for the HOMO-LUMO gap: 3.9769 eV. The value obtained for the energy relative to the best compared isomer or geometry (same formula, charge and spin) is 18.12 kcal per mole. The charge is -1. Its HOMO energy is -0.095 Eh.



The following is a DFT calculation (ωB97M-V/def2-TZVPD) of C17H30Cl4N5O3PPtS as an isolated structure at a distorted geometry.

```
62
C17H30Cl4N5O3PPtS ωB97M-V/def2-TZVPD
C 0.64 3.85 1.47
Cl -1.43 -1.20 7.08
S -0.92 2.11 -0.43
H 0.54 5.02 -3.49
Cl -3.75 -2.45 5.52
C -2.56 -1.65 4.64
H 3.65 -2.06 3.50
C -2.64 -1.58 3.30
H 1.45 -2.35 -2.31
H 3.42 -4.95 -0.58
C 1.41 -3.04 2.25
H 3.07 3.85 0.71
C 3.42 0.56 0.95
H 4.29 -1.11 -1.84
H 4.39 -3.79 0.35
H 0.83 2.89 1.96
H 4.62 -1.94 2.03
C 3.90 -3.97 -0.61
H 0.53 -2.84 1.64
C 3.80 -2.47 2.50
Cl 0.90 0.32 5.64
C 2.19 -3.13 -2.17
H 1.19 4.62 1.99
H 0.04 1.52 -2.93
H 5.07 0.31 -1.15
H -0.42 4.07 1.53
H 1.22 -2.72 3.28
N 3.68 -0.62 0.12
O -1.65 -0.69 1.37
C 4.13 -0.23 -1.23
C 0.39 3.20 -0.87
H 2.88 3.87 -1.05
H -1.04 2.84 -3.39
H 1.60 -4.12 2.25
C -1.61 -0.86 2.56
N 2.92 -2.93 -0.91
H 4.29 1.21 0.94
C -0.41 -0.38 4.80
H 1.23 5.42 -1.91
C 0.00 2.56 -3.21
H 2.18 4.49 -3.09
Pt 0.21 0.40 0.45
C 1.19 4.66 -2.69
H 2.57 5.34 -0.10
N 1.09 3.83 0.07
C -1.42 -1.03 5.41
P 2.51 -1.80 0.17
H 4.68 -4.00 -1.38
H 3.39 0.41 -1.73
H 2.88 -3.11 -3.01
C -0.41 -0.27 3.35
C 2.48 4.26 -0.12
H 1.68 -4.10 -2.16
H 0.57 2.71 -4.12
H 3.19 0.28 1.98
Cl -3.91 -2.26 2.40
O 0.49 0.26 2.73
N 2.57 -2.30 1.72
H 4.06 -3.52 2.60
O 1.10 -1.31 -0.19
H 2.57 1.16 0.56
N 0.60 3.42 -2.17
```

As for the spin multiplicity: 1. As for the HOMO-LUMO gap (alpha / beta): 6.4328 / 6.4245 eV. The value obtained for the energy relative to the best compared isomer or geometry (same formula, charge and spin) is 37.75 kcal per mole. The charge is +2. Its HOMO energy (alpha / beta) is -0.529 / -0.529 Eh.



The following is a DFT calculation (ωB97M-V/def2-TZVPD) of C17H30CrN5OPS6Sb as an isolated structure at a distorted geometry.

```
62
C17H30CrN5OPS6Sb ωB97M-V/def2-TZVPD
H 1.65 3.12 -1.60
C -3.62 1.49 -0.55
H 2.39 -3.91 -0.46
C 3.14 1.54 1.84
H -0.30 -3.87 2.14
S 2.67 2.69 3.07
H 0.76 5.39 -1.39
H 2.41 0.92 -4.22
N 2.49 1.60 0.69
Cr 1.51 -0.52 0.28
S 3.40 -1.91 1.04
H 4.81 0.90 -2.77
C 1.19 4.78 1.92
N -1.58 1.58 -1.82
H -3.38 0.77 2.20
H -5.01 -0.32 -1.74
S 0.55 -0.68 2.57
H 1.42 -0.52 -4.04
C -3.94 0.01 1.57
C 1.66 3.62 -0.66
H -4.37 -1.47 -0.61
N -2.27 1.02 -0.77
H 3.77 1.90 -1.59
H -3.55 2.45 -0.05
C -1.34 0.56 0.12
H -3.45 -0.96 1.44
S 1.61 -3.95 3.77
S 3.90 -0.78 4.71
C -0.89 -3.91 1.18
H 1.54 -5.51 -0.59
H -1.27 -5.17 -1.55
H 1.10 0.92 -2.99
C 0.99 4.84 -0.52
H -4.08 1.76 -1.52
H -0.35 -4.07 -2.65
O 0.45 -2.03 -0.61
H 4.76 0.61 -0.97
H -4.79 -0.22 2.20
C 2.00 2.95 0.56
S 2.91 -0.30 -2.07
H -5.51 1.02 0.49
C 1.88 0.33 -3.47
N -0.13 0.75 -0.40
C -5.05 -0.61 -0.69
C 4.19 0.91 -1.86
H 1.07 5.27 2.89
Sb 2.51 -1.92 3.30
H 0.38 6.37 0.82
H 1.81 -4.64 0.98
C 1.88 3.56 1.85
H -6.03 -0.98 -0.43
H -1.39 -4.88 1.00
P 0.13 -3.53 -0.32
C 1.60 -4.55 -0.08
H -1.77 -3.43 -1.70
C -0.89 -4.13 -1.72
C -4.55 0.51 0.24
H -1.69 -3.16 1.12
C 0.77 5.39 0.77
N -0.34 1.36 -1.64
H 3.80 0.73 2.17
H -1.56 0.27 1.13
```

As for the spin multiplicity: 4. As for the HOMO-LUMO gap (alpha / beta): 6.1614 / 7.0004 eV. The expectation value of S² is 3.926. Its HOMO energy (alpha / beta) is -0.262 / -0.262 Eh.



The following is a DFT calculation (ωB97M-V/def2-TZVPD) of one molecule with the formula C17H30FN3O6S.

```
58
C17H30FN3O6S ωB97M-V/def2-TZVPD
H 1.55 -3.02 -0.73
H -2.89 -0.89 2.23
H -2.81 -3.96 3.20
H -1.43 0.01 -1.85
H -1.59 -3.40 1.13
C -2.83 -1.74 1.55
C 2.53 1.98 -1.68
N -1.32 3.92 -4.02
H 2.08 2.65 0.31
H 2.99 -1.99 1.04
O -0.48 1.96 -3.28
C -1.65 -2.65 1.91
C -2.39 1.19 0.66
C -0.64 3.15 -3.14
O 0.34 1.03 0.10
H -1.70 0.99 1.48
H -0.20 -3.15 -0.51
H -1.55 4.88 -3.82
F -2.34 3.02 -0.95
H 1.32 -3.87 2.91
H 2.33 -1.56 2.62
H -0.47 -0.88 1.45
H 2.59 2.36 -2.70
H -0.72 4.66 -1.60
C -0.02 3.92 -1.97
H 0.55 -1.56 -0.65
H 0.85 4.45 -2.36
N 0.44 3.05 -0.90
C -1.91 -3.34 3.25
C 2.11 -1.60 1.55
H -1.08 -3.98 3.53
S 4.20 1.61 -1.22
N -2.75 0.03 -0.16
H 1.90 -0.58 1.21
C -0.23 1.94 -0.47
H 2.32 3.96 -0.83
H 3.77 0.08 0.20
C -1.74 1.83 -0.58
H -3.77 -2.30 1.64
C 0.69 -2.57 -0.24
H -3.25 1.76 1.01
O 4.02 1.02 0.24
H -0.08 -1.61 2.98
C -2.73 -1.30 0.10
H -2.97 0.86 -2.14
O 4.69 0.57 -2.08
C 1.89 2.97 -0.71
C -0.33 -1.84 1.94
C 0.89 -2.49 1.27
H 0.33 -4.57 1.62
H -2.05 -2.60 4.04
H -1.77 3.47 -4.80
O 4.91 2.84 -1.05
H 1.99 1.04 -1.70
C -2.22 0.61 -1.40
C 1.16 -3.89 1.83
O -2.65 -2.11 -0.81
H 2.06 -4.32 1.37
```

As for the spin multiplicity: 1. As for the HOMO-LUMO gap: 9.7705 eV. The value obtained for the energy relative to the best compared isomer or geometry (same formula, charge and spin) is 0.61 kcal per mole. Its HOMO energy is -0.349 Eh. The SMILES is C[C@@H](CC(=O)N1CC(F)(C(=O)N(CCS(=O)(=O)O)CC(N)=O)C1)CC(C)(C)C.



Results for energy: -53327.3140, -105154.2599, -136875.3953, -48425.0975 (in eV, following the order of the records).